Record 1
Computed, not measured: a structure of composition C30H48F3FeO30 at a distorted geometry, with the ωB97M-V functional and the def2-TZVPD basis.

```
112
C30H48F3FeO30 (the ωB97M-V functional and the def2-TZVPD basis)
Fe -0.7105 -0.7121 0.0378
C 2.3246 -0.3805 -2.6092
C 1.2134 -0.4784 -1.6108
O 0.2793 -1.3112 -1.6903
O 0.9727 0.3423 -0.7071
H 3.3001 -0.6434 -2.2001
H 2.4148 0.6307 -3.0060
H 2.1133 -0.9055 -3.5408
C -4.0895 0.5492 -1.7021
C -2.9415 0.0849 -0.8714
O -2.0021 0.8123 -0.4965
O -2.6525 -1.0778 -0.6509
H -3.8137 0.9510 -2.6771
H -4.7615 1.3206 -1.3258
H -4.6750 -0.3309 -1.9679
C -0.1619 -0.3857 4.0146
C -0.3337 -0.5524 2.5265
O 0.5090 -0.9756 1.7209
O -1.4199 -0.4134 1.9872
H 0.4953 -1.1101 4.4956
H -1.1369 -0.6893 4.3958
H 0.1933 0.6021 4.3083
C 3.6993 -1.9143 3.2347
C 4.5194 -3.1491 3.4831
O 5.4672 -2.7292 4.4305
C 5.2479 -1.5779 4.8521
O 5.7864 -0.8693 5.7208
O 4.4661 -0.9870 3.9316
F 5.0107 -3.4114 2.2652
H 2.7422 -2.0210 3.7453
H 3.6356 -1.6881 2.1703
H 3.9218 -4.0175 3.7604
C -3.2117 3.5517 -3.4742
C -2.0920 3.6260 -2.4238
O -1.7352 4.9102 -2.6354
C -2.0288 5.3581 -3.8590
O -1.7564 6.4073 -4.4008
O -2.8798 4.5322 -4.4336
F -1.0535 2.8417 -2.7504
H -4.1218 3.8715 -2.9668
H -3.2682 2.6002 -4.0029
H -2.2499 3.4269 -1.3638
C 3.1731 2.5789 2.3989
C 4.4708 2.0775 1.8515
O 4.7488 3.1680 0.9970
C 4.3395 4.2752 1.6735
O 4.5652 5.4327 1.3362
O 3.4750 3.9654 2.6318
F 4.1031 1.0519 1.1016
H 2.9661 2.1373 3.3736
H 2.2486 2.4809 1.8299
H 5.3342 1.8624 2.4811
C -1.9631 -4.0605 2.4877
O -1.4386 -4.7843 1.4652
C -0.9881 -4.0868 0.3846
O -0.7023 -2.8714 0.2775
O -0.9281 -4.8708 -0.6507
C -0.6316 -4.5265 -1.9744
H -2.8744 -3.6680 2.0365
H -1.2606 -3.2682 2.7464
H -2.0468 -4.6930 3.3715
H -0.8263 -5.4547 -2.5117
H 0.3535 -4.1098 -2.1839
H -1.3813 -3.7512 -2.1320
C -6.5657 5.3415 2.3060
O -5.2286 5.0103 1.9737
C -4.8523 3.7350 2.0519
O -5.5876 2.7791 2.1752
O -3.5093 3.7217 1.8421
C -2.8484 2.5096 2.1130
H -7.2019 4.8878 1.5462
H -6.6942 6.4230 2.3519
H -6.8853 4.8885 3.2445
H -3.3654 1.6402 1.7067
H -2.8019 2.1244 3.1316
H -1.8321 2.6460 1.7434
C -4.8038 -3.3536 -0.5846
O -4.0912 -4.4021 -1.3309
C -4.6216 -4.8943 -2.5095
O -5.7130 -4.6562 -2.9934
O -3.6642 -5.5621 -3.1304
C -3.7732 -5.9306 -4.5073
H -4.2459 -3.0229 0.2914
H -5.7774 -3.6731 -0.2129
H -4.9486 -2.4753 -1.2137
H -3.3566 -6.9172 -4.7104
H -3.4011 -5.1224 -5.1370
H -4.8384 -5.9492 -4.7377
C 2.3267 3.8378 -1.1560
O 1.6968 4.8007 -0.2929
C 0.6696 4.4767 0.4510
O 0.1921 3.3339 0.4910
O 0.2375 5.4780 1.3301
C 0.7731 6.7916 1.2676
H 2.7330 2.9709 -0.6349
H 3.1462 4.3907 -1.6150
H 1.7396 3.5752 -2.0360
H 0.4960 7.3063 2.1876
H 0.4568 7.4749 0.4794
H 1.8537 6.7430 1.4020
C 3.5344 -3.8661 -2.7829
O 4.6971 -3.7414 -1.9995
C 5.8001 -4.5473 -2.2491
O 5.7440 -5.4898 -2.9721
O 6.8758 -4.1514 -1.5803
C 6.9665 -2.8408 -1.0022
H 3.1818 -4.8972 -2.7590
H 3.6108 -3.4488 -3.7870
H 2.7967 -3.3102 -2.2042
H 6.0771 -2.4710 -0.4919
H 7.2658 -2.2697 -1.8810
H 7.7833 -2.8678 -0.2809
```

Output
Charge = 0
Molecular weight = 1001.52 Da
Relative energy (zero: lowest compared OMol25 entry of this formula, charge and spin) = 112.34 kcal/mol
2S+1 = 6
Gap between HOMO and LUMO (alpha / beta) = 10.161 / 9.170 eV
E_tot = -4992.44001 hartree

***

Record 2
Computed, not measured: a structure of composition C30H48GaP2 at a distorted geometry, with the ωB97M-V functional and the def2-TZVPD basis.

```
81
C30H48GaP2 (the ωB97M-V functional and the def2-TZVPD basis)
Ga -0.6094 0.7296 0.4014
C -0.3045 -2.6907 2.7305
C 1.0590 -2.9209 2.4149
C 0.9777 -1.3486 4.0640
C -0.3514 -1.7143 3.7550
C 1.8533 -2.1040 3.2468
C -1.4746 -3.3839 2.1594
H -1.2035 -3.8949 1.2217
H -2.2820 -2.6680 1.9583
H -1.8665 -4.1468 2.8537
C -1.5657 -1.2327 4.4581
H -2.4730 -1.6398 3.9777
H -1.6482 -0.1401 4.4557
H -1.5670 -1.5663 5.5051
C 1.3979 -0.4338 5.1503
H 1.4432 -0.9695 6.1133
H 0.6862 0.3993 5.2650
H 2.3912 -0.0205 4.9468
C 3.3294 -2.0815 3.3048
H 3.7181 -2.6742 4.1512
H 3.6915 -1.0498 3.4390
H 3.7670 -2.4895 2.3885
C 1.5734 -3.8972 1.4141
H 1.8649 -4.8461 1.8863
H 2.4627 -3.5009 0.9092
H 0.8176 -4.1215 0.6611
C -1.6982 0.6735 -4.0551
C -1.6287 -0.6866 -3.9300
C -0.9434 -1.5557 -4.9357
C 0.4809 -1.0710 -5.3023
C 1.1697 -0.4167 -4.1611
C 1.2716 0.9197 -4.0975
C 0.4162 1.9469 -4.7688
C -1.0247 1.4321 -5.1282
H -1.5472 -1.5875 -5.8638
H 0.4634 -0.4505 -6.2196
H -0.8780 -2.5919 -4.5768
H -1.0159 0.8895 -6.0837
H -2.4299 1.2474 -3.4794
H -2.3912 -1.2490 -3.3736
H -1.6273 2.3408 -5.3167
H 0.3154 2.8673 -4.1705
H 2.1895 1.3664 -3.6830
H 0.9041 2.2257 -5.7173
H 1.0661 -1.9646 -5.5966
H 1.8004 -1.0711 -3.5396
P -1.3492 -0.1830 -1.4658
P 1.6313 1.2265 0.3183
C -0.2795 1.3458 -1.8693
C 1.0722 1.9444 -1.2700
H -0.9669 2.1367 -2.1892
H 0.1012 0.7741 -2.7343
H 1.8934 1.7784 -1.9753
H 0.9230 3.0337 -1.1702
C 2.3943 2.5266 1.3030
H 3.0635 2.0602 2.0398
H 1.6312 3.0921 1.8516
H 2.9743 3.2245 0.6740
C 2.8092 -0.1268 0.0761
H 3.4573 0.0373 -0.7963
H 2.2819 -1.0811 -0.0468
H 3.4318 -0.2303 0.9792
C -3.1612 -0.0153 -1.3300
H -3.5433 -0.8664 -0.7300
H -3.5588 -0.0386 -2.3572
H -3.4576 0.9245 -0.8209
C -0.5802 -1.8309 -1.4806
H 0.3408 -1.8634 -0.8703
H -0.3459 -2.0470 -2.5388
H -1.2976 -2.5625 -1.0586
C -2.2296 4.3799 3.2198
C -1.5688 3.3363 3.8499
C -1.0810 2.2258 3.1310
C -1.2553 2.1181 1.7424
C -1.9332 3.1694 1.1189
C -2.3983 4.3006 1.8391
H -2.6109 5.2548 3.7844
H -1.4375 3.3833 4.9248
H -0.5301 1.4538 3.6693
H -2.0997 3.1561 0.0305
H -2.9007 5.1039 1.3187
```

Output
Charge = +1
Molecular weight = 540.38 Da
Relative energy (zero: lowest compared OMol25 entry of this formula, charge and spin) = 156.72 kcal/mol
2S+1 = 1
Gap between HOMO and LUMO (alpha / beta) = 3.819 / 3.815 eV
E_tot = -3778.88073 hartree

***

Q: Among the records above, which one has the lowest molecular weight?
A: C30H48GaP2